# 1
{
  "formula": "C5H8N2",
  "method": "ωB97M-V with the def2-TZVPD basis set",
  "e_homo_ha": -0.273,
  "max_force_ev_per_a": 1.63,
  "spin_multiplicity": 1,
  "energy_ev": -8292.5707,
  "smiles": "C=C(C)N=C=CN",
  "e_lumo_ev": 0.830,
  "e_above_lowest_kcal_mol": 55.9,
  "molar_mass_g_mol": 96.13,
  "orbital_gap_ha": 0.3037,
  "elements": ["C", "H", "N", "C", "H", "N", "H", "H", "C", "H", "H", "C", "H", "C", "H"],
  "xyz": [[2.022, -1.082, -0.264], [2.697, 1.547, 0.299], [-0.097, -0.021, -0.721], [-2.531, 0.520, -0.339], [-2.914, 1.469, -0.689], [-3.512, -0.393, 0.117], [1.974, -1.530, -1.254], [3.056, -0.860, -0.015], [1.660, 1.381, 0.065], [1.013, 2.240, 0.052], [1.634, -1.807, 0.450], [1.203, 0.168, -0.237], [-4.194, 0.055, 0.717], [-1.254, 0.280, -0.449], [-3.099, -1.191, 0.586]]
}

=====

# 2
{
  "formula": "C15H21BiF4N3O",
  "method": "ωB97M-V with the def2-TZVPD basis set",
  "e_homo_ha": -0.405,
  "total_charge": 1,
  "max_force_ev_per_a": 0.18,
  "spin_multiplicity": 1,
  "energy_ev": -39117.2745,
  "e_lumo_ev": -3.208,
  "e_above_lowest_kcal_mol": 0.0,
  "molar_mass_g_mol": 544.33,
  "orbital_gap_ha": 0.2874,
  "elements": ["F", "H", "H", "H", "H", "H", "C", "N", "H", "H", "H", "C", "N", "F", "F", "H", "C", "H", "C", "C", "C", "C", "C", "C", "H", "H", "H", "H", "H", "C", "H", "O", "H", "N", "C", "C", "C", "C", "H", "C", "Bi", "H", "H", "H", "F"],
  "xyz": [[-0.995, -3.149, 2.194], [0.250, 3.269, 0.932], [1.928, 2.805, 0.921], [-0.009, 0.978, 1.478], [-0.919, -2.310, -2.325], [1.902, -2.536, -1.497], [-3.303, -1.899, -0.274], [0.671, -0.966, -2.174], [1.048, -3.665, -3.104], [1.409, 0.487, 0.596], [0.799, -2.330, 0.904], [0.967, 2.611, 0.435], [1.601, 4.264, -1.237], [-3.342, -1.069, -1.344], [-5.590, -2.288, -0.548], [2.480, -1.040, -3.233], [0.294, -2.274, -0.065], [0.890, -0.348, -4.995], [-4.466, -2.525, 0.129], [1.312, -1.724, -1.071], [1.073, 3.063, -1.006], [-4.467, -3.403, 1.195], [0.552, 1.156, 0.561], [-0.193, -1.871, -3.008], [-0.171, -3.518, -4.351], [-5.369, -3.906, 1.508], [0.358, 1.038, -4.028], [2.020, -1.045, -0.598], [1.663, 4.605, -2.183], [-2.110, -2.959, 1.474], [1.984, 0.988, -4.672], [0.663, 2.350, -1.931], [0.027, -3.304, -0.326], [-0.915, -1.461, -0.042], [-3.273, -3.610, 1.853], [1.725, -0.290, -2.987], [-2.081, -2.091, 0.378], [0.553, -2.954, -3.763], [-0.746, -1.234, -3.698], [1.194, 0.375, -4.239], [-0.819, 0.447, -1.066], [1.954, 4.836, -0.489], [2.195, 0.442, -2.330], [1.289, -2.556, -4.459], [-3.223, -4.435, 2.899]]
}

=====

# 3
{
  "formula": "C21H20F2N4O3",
  "method": "ωB97M-V with the def2-TZVPD basis set",
  "e_homo_ha": -0.288,
  "max_force_ev_per_a": 1.09,
  "spin_multiplicity": 1,
  "energy_ev": -39638.1049,
  "smiles": "Cc1cccc(N2CCN(C(=O)c3cc(COc4ccc(F)c(F)c4)on3)CC2)n1",
  "e_lumo_ev": 0.634,
  "e_above_lowest_kcal_mol": 31.8,
  "molar_mass_g_mol": 414.41,
  "orbital_gap_ha": 0.3113,
  "elements": ["C", "C", "C", "C", "C", "C", "C", "N", "H", "H", "H", "H", "H", "F", "C", "H", "C", "C", "H", "H", "C", "H", "C", "N", "H", "C", "C", "H", "O", "N", "C", "H", "C", "H", "H", "F", "O", "H", "O", "C", "H", "C", "C", "C", "H", "H", "H", "C", "N", "H"],
  "xyz": [[-5.457, -2.415, 4.466], [-2.850, -1.021, 1.350], [2.988, 2.468, -3.025], [3.164, 3.767, -2.522], [5.455, 3.644, -3.207], [6.263, 1.547, -4.343], [-1.901, -1.739, 0.685], [1.771, 1.830, -3.042], [-1.715, -2.790, 0.697], [2.353, 4.319, -2.078], [-4.463, -0.514, 2.624], [2.863, -0.330, -1.799], [6.441, 4.074, -3.294], [-7.480, -2.828, 5.577], [4.413, 4.345, -2.620], [-3.564, -4.096, 7.381], [-5.464, -3.532, 6.603], [5.194, 2.367, -3.687], [0.764, 0.263, -3.946], [1.854, 1.403, -0.380], [1.728, 0.445, -3.462], [-2.317, -3.181, 5.432], [-1.186, -0.756, -0.052], [-1.700, 0.431, 0.169], [-0.236, 1.914, -2.555], [0.882, 1.206, -0.850], [-3.391, -3.118, 5.482], [5.874, 0.562, -4.585], [-2.723, 0.279, 1.036], [4.000, 1.804, -3.589], [-4.081, -3.625, 6.561], [0.754, 3.159, -1.777], [-6.141, -2.928, 5.556], [6.597, 2.032, -5.259], [0.078, 1.401, -0.143], [-6.135, -4.027, 7.658], [-3.295, -2.043, 3.413], [-6.035, -1.955, 3.682], [-0.063, -2.222, -1.474], [1.878, -0.484, -2.251], [7.122, 1.444, -3.683], [0.732, 2.116, -2.083], [-0.090, -1.097, -1.000], [-3.921, -1.415, 2.310], [1.765, -1.529, -2.542], [4.574, 5.343, -2.239], [-4.617, -2.111, 1.820], [-4.071, -2.509, 4.424], [0.852, -0.173, -1.274], [2.539, 0.275, -4.167]]
}

=====

# 4
{
  "formula": "C2H5FSi",
  "method": "ωB97M-V with the def2-TZVPD basis set",
  "e_homo_ha": -0.363,
  "max_force_ev_per_a": 3.75,
  "spin_multiplicity": 1,
  "energy_ev": -12748.5824,
  "e_lumo_ev": 0.558,
  "e_above_lowest_kcal_mol": 43.1,
  "molar_mass_g_mol": 76.15,
  "orbital_gap_ha": 0.3839,
  "elements": ["H", "H", "H", "C", "Si", "H", "F", "C", "H"],
  "xyz": [[2.744, 0.270, -0.610], [1.690, -1.204, -0.728], [-2.365, 0.523, 1.392], [0.763, 0.652, 0.062], [-1.519, -0.232, 0.363], [1.019, 1.688, 0.557], [-2.425, 0.038, -1.015], [1.757, -0.102, -0.409], [-1.662, -1.633, 0.387]]
}